(1)
{
  "formula": "C27H66N6O3",
  "method": "ωB97M-V with the def2-TZVPD basis set",
  "spin_multiplicity": 2,
  "lumo_ev": [2.38, 2.33],
  "homo_lumo_gap_ev": [1.71, 8.84],
  "homo_energy_ha": [0.02488, -0.23932],
  "charge": -1,
  "species": ["C", "C", "N", "C", "C", "C", "C", "H", "H", "H", "H", "H", "H", "H", "H", "H", "H", "H", "H", "H", "H", "H", "C", "C", "N", "C", "C", "C", "C", "H", "H", "H", "H", "H", "H", "H", "H", "H", "H", "H", "H", "H", "H", "H", "C", "C", "N", "C", "C", "C", "C", "H", "H", "H", "H", "H", "H", "H", "H", "H", "H", "H", "H", "H", "H", "H", "C", "C", "O", "N", "C", "H", "H", "H", "H", "H", "H", "H", "C", "C", "O", "N", "C", "H", "H", "H", "H", "H", "H", "H", "C", "C", "O", "N", "C", "H", "H", "H", "H", "H", "H", "H"],
  "coordinates": [[0.2935, -2.4239, 4.8323], [0.9545, -1.0323, 4.9802], [1.5476, -0.4860, 3.7345], [1.6740, 0.9713, 3.7487], [2.7174, 1.4740, 4.7578], [2.8059, -1.2217, 3.3273], [3.3964, -0.9060, 1.9603], [-0.4966, -2.3949, 4.0820], [-0.1862, -2.7153, 5.7666], [0.9523, -3.2454, 4.5504], [0.1620, -0.3476, 5.2820], [1.7387, -1.1280, 5.7312], [1.8037, 1.4391, 2.7727], [0.7181, 1.4015, 4.0472], [2.6609, 0.9932, 5.7343], [3.7262, 1.2223, 4.4307], [2.5467, 2.5389, 4.9162], [2.6256, -2.2930, 3.4165], [3.6080, -1.0470, 4.0444], [2.6708, -1.1551, 1.1859], [4.3483, -1.4003, 1.7665], [3.5098, 0.1726, 1.8513], [2.2411, 2.6490, -1.8178], [2.8288, 1.7850, -2.9372], [2.8560, 0.3617, -2.7572], [3.7429, -0.0650, -1.6351], [4.1000, -1.5293, -1.7165], [1.5592, -0.3025, -2.5390], [0.6078, -0.1309, -3.7455], [1.1650, 2.4755, -1.8216], [2.4074, 3.7154, -1.9703], [2.5737, 2.3403, -0.8268], [2.3306, 2.0595, -3.8669], [3.8190, 2.1344, -3.2296], [4.6468, 0.5411, -1.6957], [3.2666, 0.1898, -0.6883], [3.4000, -2.2609, -1.3128], [4.2354, -1.8532, -2.7484], [5.0453, -1.7376, -1.2156], [1.0582, 0.0007, -1.6196], [1.6641, -1.3773, -2.3913], [0.8057, -0.7369, -4.6297], [0.5548, 0.9098, -4.0651], [-0.4173, -0.3585, -3.4529], [-1.1310, 6.2562, 0.5899], [-1.6396, 5.5303, -0.6724], [-1.9889, 4.0774, -0.4180], [-2.7398, 3.7935, 0.7876], [-4.2263, 4.3099, 0.8766], [-2.5944, 3.4533, -1.5920], [-1.6965, 3.2713, -2.8342], [-0.5875, 7.1777, 0.3813], [-0.3985, 5.6638, 1.1383], [-1.9823, 6.4304, 1.2479], [-2.4564, 6.0870, -1.1318], [-0.7848, 5.5686, -1.3476], [-2.7334, 2.7229, 0.9926], [-2.1972, 4.1842, 1.6484], [-4.1947, 5.3898, 0.7317], [-4.8463, 3.9317, 0.0638], [-4.7301, 4.0689, 1.8127], [-3.5000, 3.9945, -1.8660], [-2.9655, 2.4644, -1.3229], [-2.3026, 2.9394, -3.6772], [-0.9302, 2.4971, -2.7956], [-1.2304, 4.2110, -3.1306], [-3.8983, -0.6082, 0.2112], [-5.0972, -1.5475, 0.5848], [-6.1701, -1.0088, 0.6497], [-4.9743, -2.8746, 0.7461], [-3.7115, -3.6388, 0.6796], [-3.2354, -0.4002, 1.0511], [-4.2784, 0.3285, -0.1966], [-3.3251, -1.1532, -0.5388], [-5.8525, -3.3643, 0.8412], [-3.2027, -3.5816, -0.2827], [-3.9018, -4.7055, 0.7978], [-3.0835, -3.3020, 1.5044], [-0.0434, -2.8844, 0.9556], [-0.4296, -1.5991, 0.3010], [-1.0076, -1.5406, -0.7700], [-0.1284, -0.5010, 1.0166], [-0.1310, 0.8676, 0.5325], [0.7811, -3.3864, 0.4493], [-0.8931, -3.5593, 1.0588], [0.1760, -2.7207, 2.0106], [0.4097, -0.7134, 1.8445], [0.8306, 1.2501, 0.1901], [-0.4360, 1.4278, 1.4164], [-0.9322, 1.0568, -0.1819], [1.7233, -4.1912, -3.8545], [1.2375, -5.5375, -3.4666], [1.9126, -6.5154, -3.5912], [0.0943, -5.5963, -2.8777], [-0.8330, -4.4918, -2.6666], [2.6842, -4.2715, -4.3628], [1.7873, -3.5222, -2.9963], [1.0882, -3.7230, -4.6065], [-0.1439, -6.5273, -2.5666], [-1.5509, -4.3334, -3.4713], [-0.3923, -3.5742, -2.2769], [-1.4851, -4.8068, -1.8520]],
  "atomic_forces_ev_per_a": [[-0.08, 0.39, -0.32], [0.19, -0.74, -0.91], [0.44, -0.89, -1.33], [-0.04, -0.10, 1.24], [0.04, -0.10, -0.21], [-0.22, 0.22, 0.80], [-1.25, 0.63, -0.14], [-0.07, 0.08, -0.02], [0.07, 0.13, 0.14], [0.27, 0.17, 0.02], [0.25, 0.13, 0.22], [-0.03, 0.28, 0.48], [0.49, -0.48, -0.27], [-0.33, -0.29, 0.17], [-0.50, -0.08, 0.01], [0.13, 0.54, -0.22], [0.50, 0.11, -0.07], [-0.33, 0.02, -0.15], [0.10, 0.21, 0.50], [0.11, -0.34, -0.21], [-0.14, -0.05, 0.14], [0.39, 0.13, 0.07], [-0.53, -0.60, -0.05], [0.22, 1.07, -0.54], [0.22, -1.57, 0.95], [-0.43, 0.67, -0.92], [0.45, -0.85, -0.16], [-0.64, 0.16, -1.39], [-0.48, 0.42, 0.52], [-0.16, 0.22, 0.13], [0.13, -0.05, 0.01], [0.31, 0.20, 0.00], [-0.61, -0.36, -0.03], [0.55, -0.24, 0.59], [0.12, -0.01, -0.05], [-0.03, -0.12, 0.36], [-0.32, 0.37, 0.29], [0.07, 0.29, -0.20], [0.06, 0.13, 0.14], [-0.10, 0.46, 0.08], [0.55, 0.04, -0.11], [0.49, -0.08, 0.17], [0.17, 0.09, -0.08], [-0.02, -0.22, 0.24], [-0.43, -0.54, 0.06], [0.82, -0.97, 0.93], [0.53, 0.91, -0.60], [-0.95, 0.16, 0.93], [0.97, 0.10, -0.76], [0.28, -0.42, -0.25], [-0.26, 0.28, -0.06], [-0.45, 0.19, -0.31], [-0.13, -0.37, -0.06], [0.20, 0.34, 0.22], [-0.30, 0.05, -0.05], [-0.23, -0.34, -0.40], [0.00, -0.22, -0.43], [0.05, 0.26, -0.05], [-0.20, 0.20, 0.24], [0.05, -0.23, 0.00], [0.28, -0.01, 0.06], [-0.19, 0.32, -0.40], [0.12, -0.12, 0.31], [-0.32, 0.19, -0.01], [0.11, 0.10, 0.69], [0.08, 0.00, -0.02], [-0.22, -1.80, 0.03], [1.43, 1.78, -0.49], [-2.14, 0.44, 0.29], [1.08, -1.02, -0.38], [-0.70, 0.19, 0.23], [-0.01, -0.14, 0.11], [-0.22, -0.26, 0.14], [0.34, 0.35, -0.06], [0.18, 0.11, 0.06], [0.05, 0.51, -0.01], [-0.25, 0.12, 0.31], [0.32, -0.16, -0.17], [-0.35, -0.44, 1.02], [-0.29, 0.29, -0.27], [-0.09, -0.20, -0.90], [0.76, -0.24, -0.20], [-0.98, 0.10, 1.14], [-0.04, 0.04, 0.00], [-0.06, -0.12, -0.69], [0.63, 0.09, -0.07], [0.08, 0.52, 0.45], [-0.02, -0.25, -0.13], [0.20, 0.52, -0.06], [0.27, -0.33, -0.29], [0.49, 0.97, -1.07], [1.70, 1.56, -0.50], [1.87, -2.47, -0.71], [-3.45, 0.43, 1.33], [-0.80, -0.77, 1.07], [0.12, -0.16, 0.41], [0.05, -0.01, -0.04], [-0.40, 0.11, 0.19], [-0.23, 0.17, 0.07], [0.46, 0.27, -0.45], [0.20, -0.02, -0.47], [0.00, -0.04, 0.21]],
  "mulliken_spin": [0.674, 0.424, -1.070, 0.204, 0.153, 0.091, 0.175, 0.155, -0.354, 0.026, -0.121, -0.005, 0.128, -0.067, 0.015, -0.010, -0.071, -0.001, 0.021, 0.043, -0.092, 0.078, 0.038, 0.007, 0.015, -0.054, 0.068, -0.075, 0.041, 0.003, -0.017, 0.014, -0.002, -0.004, -0.021, 0.047, 0.014, 0.034, -0.049, 0.069, 0.008, -0.007, 0.003, 0.011, 0.043, 0.002, -0.136, 0.184, -0.006, -0.003, -0.016, -0.030, 0.022, 0.006, -0.023, 0.019, -0.040, 0.039, -0.002, 0.003, -0.024, 0.008, 0.023, -0.015, 0.022, 0.008, -0.055, 0.677, -0.139, -0.630, 0.836, -0.086, -0.006, 0.033, -0.041, 0.259, -0.321, 0.087, -0.148, -2.225, 0.200, 1.089, -0.269, 0.084, 0.344, 0.603, -0.362, 0.031, 0.132, 0.052, -0.257, 0.444, -0.090, -0.287, 0.084, -0.021, 0.103, 0.024, -0.070, 0.126, 0.132, 0.043]
}


(2)
{
  "formula": "C27H66NO30P7",
  "method": "ωB97M-V with the def2-TZVPD basis set",
  "lumo_ev": -2.56,
  "homo_lumo_gap_ev": 6.06,
  "homo_energy_ha": -0.31659,
  "smiles": "C#CC[C@]1(COC)[C@H](ON=O)OC(=O)[C@H]1[PH2]=O.COP(=O)(OC)OC.COP(=O)(OC)OC.COP(=O)(OC)OC.COP(=O)(OC)OC.COP(=O)(OC)OC.COP(=O)(OC)OC",
  "species": ["C", "C", "C", "C", "C", "O", "C", "C", "O", "N", "O", "O", "C", "O", "C", "P", "O", "H", "H", "H", "H", "H", "H", "H", "H", "H", "H", "H", "H", "C", "O", "P", "O", "O", "C", "O", "C", "H", "H", "H", "H", "H", "H", "H", "H", "H", "C", "O", "P", "O", "O", "C", "O", "C", "H", "H", "H", "H", "H", "H", "H", "H", "H", "C", "O", "P", "O", "O", "C", "O", "C", "H", "H", "H", "H", "H", "H", "H", "H", "H", "C", "O", "P", "O", "O", "C", "O", "C", "H", "H", "H", "H", "H", "H", "H", "H", "H", "C", "O", "P", "O", "O", "C", "O", "C", "H", "H", "H", "H", "H", "H", "H", "H", "H", "C", "O", "P", "O", "O", "C", "O", "C", "H", "H", "H", "H", "H", "H", "H", "H", "H"],
  "coordinates": [[-1.2209, 3.0162, 1.9418], [-0.0919, 3.3552, 2.1371], [1.3683, 3.5560, 2.4258], [2.1565, 3.8281, 1.1303], [3.6610, 3.8217, 1.5152], [4.0821, 2.6218, 2.1288], [4.9824, 2.8509, 3.1917], [2.0128, 5.2445, 0.4541], [0.6867, 5.7917, 0.4465], [0.2300, 6.0236, -0.9017], [0.0741, 7.1635, -1.0454], [2.4196, 5.0067, -0.9004], [2.5536, 3.6431, -1.1743], [3.2111, 3.1530, -2.0174], [1.6770, 3.0096, -0.0773], [1.5097, 1.1776, 0.0521], [2.1415, 0.6361, 1.2821], [-2.2176, 2.6478, 2.1184], [1.7640, 2.6756, 2.9578], [1.4300, 4.4050, 3.1349], [4.3425, 4.0786, 0.6736], [3.8029, 4.6350, 2.2625], [5.1057, 1.9007, 3.7398], [5.9944, 3.1578, 2.8612], [4.6270, 3.5946, 3.9309], [2.6728, 5.9623, 0.9690], [0.6521, 3.3449, -0.3608], [2.1885, 0.6452, -1.0840], [0.1443, 0.7965, -0.0615], [-7.3515, 3.6940, -1.0888], [-6.1232, 3.7324, -0.3295], [-4.7997, 4.3983, -1.1736], [-3.8435, 3.4555, -0.4998], [-4.9128, 5.8020, -0.3250], [-5.8790, 6.0721, 0.6772], [-3.5743, 5.0372, -2.1326], [-3.6587, 6.4035, -2.5715], [-8.1430, 3.2973, -0.4567], [-7.6325, 4.6949, -1.4319], [-7.2321, 3.0496, -1.9640], [-5.7942, 5.3737, 1.5083], [-6.8910, 6.0602, 0.2716], [-5.7025, 7.0803, 1.0528], [-3.4750, 7.0788, -1.7380], [-4.6319, 6.6114, -3.0135], [-2.8820, 6.5692, -3.3172], [2.8130, 4.0880, -9.1905], [1.8151, 3.1791, -8.6834], [2.2194, 2.4505, -7.2049], [1.5892, 1.1266, -7.4802], [1.2082, 3.4344, -6.3612], [0.3159, 4.3704, -6.9421], [3.0214, 2.0266, -5.8017], [3.2705, 3.0299, -4.7960], [2.4463, 4.5347, -10.1116], [3.0262, 4.8813, -8.4661], [3.7415, 3.5490, -9.3980], [-0.4139, 3.8782, -7.5840], [0.8503, 5.1424, -7.4965], [-0.2171, 4.8749, -6.1354], [2.3463, 3.2914, -4.2911], [3.7196, 3.9186, -5.2388], [3.9479, 2.6135, -4.0597], [3.0250, -1.0281, 3.3526], [3.8516, -0.6509, 4.4930], [3.5911, -1.5414, 5.8994], [3.7995, -0.4183, 6.8626], [4.9695, -2.4144, 5.6856], [5.9201, -2.1779, 4.6647], [3.0283, -2.6634, 7.0041], [3.2655, -4.0654, 6.7701], [3.3088, -0.4237, 2.4993], [3.1525, -2.0853, 3.1072], [1.9721, -0.8500, 3.5839], [6.3521, -1.1806, 4.7469], [5.4880, -2.3247, 3.6741], [6.7209, -2.9116, 4.7714], [4.3147, -4.3001, 6.9339], [2.9729, -4.3414, 5.7571], [2.6811, -4.6434, 7.4849], [0.8480, -4.0131, -1.2241], [1.7091, -4.3012, -0.1025], [0.8968, -4.5218, 1.3688], [1.9371, -3.8956, 2.2356], [1.0833, -6.1544, 1.2764], [1.8281, -6.8331, 0.2758], [-0.2864, -4.7221, 2.5387], [-1.2320, -5.7968, 2.4049], [1.4555, -3.9333, -2.1221], [0.1044, -4.8054, -1.3619], [0.3225, -3.0683, -1.0611], [2.8764, -6.5386, 0.2933], [1.4044, -6.6736, -0.7157], [1.7658, -7.9032, 0.4760], [-0.7511, -6.7506, 2.6031], [-1.6756, -5.8044, 1.4106], [-2.0162, -5.6525, 3.1476], [1.3180, -6.8951, 4.4234], [1.8897, -7.2973, 5.6823], [0.7469, -7.5754, 6.9214], [1.6738, -7.0323, 7.9672], [0.9299, -9.2054, 6.7670], [1.7991, -9.8421, 5.8452], [-0.4959, -7.8389, 8.0277], [-1.4261, -8.9118, 7.8117], [2.1146, -6.7851, 3.6909], [0.5990, -7.6414, 4.0652], [0.8006, -5.9380, 4.5341], [2.8374, -9.5668, 6.0236], [1.5192, -9.6236, 4.8139], [1.6992, -10.9200, 5.9765], [-0.9461, -9.8703, 7.9976], [-1.8249, -8.8850, 6.7984], [-2.2435, -8.8005, 8.5233], [-4.1550, 1.0847, -3.9441], [-5.3917, 1.7593, -4.2366], [-5.4625, 2.3205, -5.8603], [-6.2397, 3.5298, -5.4156], [-6.4943, 1.0992, -6.2574], [-6.9355, 0.0830, -5.3716], [-5.4875, 2.8194, -7.4691], [-5.4859, 1.8393, -8.5207], [-4.1741, 0.7220, -2.9188], [-3.9995, 0.2386, -4.6234], [-3.3218, 1.7824, -4.0638], [-7.4816, 0.5016, -4.5277], [-6.1056, -0.5311, -5.0211], [-7.6046, -0.5778, -5.9234], [-6.4522, 1.3425, -8.5740], [-4.6967, 1.1048, -8.3682], [-5.3195, 2.3556, -9.4652]],
  "atomic_forces_ev_per_a": [[-0.96, -0.40, 0.75], [1.70, -0.28, 0.43], [-1.54, 0.73, -0.19], [0.00, 0.62, 0.47], [0.66, -0.15, 0.25], [-0.23, 0.50, -0.06], [0.71, -0.56, 0.76], [-0.70, -0.99, 0.21], [1.09, -0.42, 0.75], [-0.15, 0.79, -0.39], [-0.44, -0.35, -0.23], [1.44, 0.01, -0.34], [-1.63, 0.13, 2.30], [0.35, 0.38, -0.50], [-0.20, -0.59, -1.09], [1.51, -0.52, 0.66], [-0.64, 0.24, -0.31], [0.24, 0.33, -0.69], [-0.10, 0.20, -0.52], [0.24, -0.21, -0.43], [-0.45, -0.18, 0.14], [-0.34, -0.17, -0.42], [-0.19, 0.32, -0.32], [-0.43, 0.02, -0.15], [-0.12, -0.16, -0.43], [-0.20, 0.00, -0.64], [0.36, 0.03, 0.47], [-0.63, 0.41, -0.13], [0.26, 0.57, -0.36], [-0.12, -0.07, 0.04], [-1.37, 0.34, -3.58], [5.29, -0.34, 7.30], [-0.38, -0.81, -1.00], [-0.48, 0.31, -1.28], [-0.24, 0.20, 0.18], [-2.82, 0.45, -1.50], [0.22, 0.17, -0.28], [0.08, 0.02, 0.08], [-0.11, -0.02, 0.02], [-0.12, 0.00, 0.06], [-0.04, -0.09, -0.09], [0.01, -0.13, 0.09], [0.24, -0.01, -0.16], [-0.11, -0.09, 0.07], [0.08, 0.13, -0.05], [-0.06, -0.23, -0.08], [0.01, 0.06, -0.06], [3.41, 0.46, 0.78], [-6.96, -3.24, 1.85], [1.20, 0.35, -0.44], [0.94, 0.39, -0.05], [-0.16, 0.23, 0.00], [1.22, 1.97, -1.99], [0.30, 0.00, 0.05], [-0.08, -0.06, 0.04], [-0.03, 0.08, -0.08], [-0.05, 0.10, -0.13], [0.09, 0.00, -0.10], [-0.07, -0.08, -0.11], [0.10, -0.19, 0.15], [-0.04, 0.00, -0.17], [-0.01, 0.05, 0.14], [0.11, -0.17, -0.27], [0.31, -0.21, -0.03], [-3.02, -1.90, -0.17], [6.19, 2.61, 3.95], [-1.16, -0.20, -0.52], [-0.69, -0.51, -0.34], [0.15, -0.10, -0.21], [-1.10, 0.02, -2.74], [-0.25, -0.39, 0.19], [0.07, 0.01, 0.28], [-0.01, 0.02, 0.02], [0.07, 0.10, -0.15], [-0.09, 0.05, -0.06], [0.00, 0.17, 0.01], [-0.10, -0.04, 0.24], [0.01, 0.12, -0.13], [0.06, -0.14, 0.05], [-0.19, 0.19, -0.06], [0.01, 0.03, -0.12], [-3.41, 1.24, -0.19], [6.20, -3.02, 3.95], [-1.11, 0.59, -0.52], [-0.91, 0.24, -0.33], [0.10, -0.25, -0.18], [-0.79, 0.71, -2.68], [-0.42, 0.00, 0.16], [0.07, -0.03, 0.08], [0.04, -0.02, -0.10], [0.08, -0.01, -0.14], [-0.04, 0.11, -0.06], [0.12, 0.08, 0.00], [-0.10, 0.07, 0.24], [0.07, 0.05, -0.16], [-0.09, -0.12, 0.07], [0.04, 0.28, -0.06], [0.13, 0.04, -0.08], [-3.23, 1.22, -1.41], [6.31, -3.24, 5.58], [-0.76, 1.11, -0.43], [-1.02, 0.19, -0.72], [0.10, -0.24, -0.20], [-1.26, 0.56, -2.84], [-0.33, -0.01, 0.26], [0.00, 0.01, 0.08], [0.08, -0.05, -0.09], [0.15, 0.02, -0.17], [-0.03, 0.11, -0.05], [0.14, 0.08, 0.02], [-0.15, 0.06, 0.23], [0.09, 0.06, -0.11], [-0.09, -0.13, 0.06], [0.02, 0.26, -0.05], [0.19, -0.12, 0.19], [3.45, -0.53, -1.30], [-8.99, 2.39, 1.11], [1.36, 0.60, 0.12], [1.14, -0.56, -0.35], [-0.10, -0.32, 0.07], [2.67, -1.74, 0.42], [0.05, 0.14, -0.43], [-0.08, 0.08, 0.01], [0.02, -0.08, 0.08], [0.06, -0.12, 0.22], [0.11, 0.04, 0.03], [-0.05, 0.08, 0.13], [0.02, 0.19, -0.21], [0.04, -0.02, 0.15], [-0.06, -0.05, -0.15], [0.18, 0.15, 0.14]],
  "mulliken_charge": [0.318, -1.133, -1.075, 1.624, -1.645, -0.075, -0.641, 0.158, -0.218, 0.315, -0.382, -0.434, 0.350, -0.510, -0.358, -0.057, -0.314, 0.498, 0.190, 0.641, 0.415, 0.552, 0.043, 0.288, 0.352, 0.456, 0.535, 0.028, 0.032, -0.634, -0.361, 0.907, -0.621, -0.265, -0.611, -0.170, -0.637, 0.261, 0.364, 0.160, 0.260, 0.243, 0.274, 0.248, 0.313, 0.233, -0.763, -0.336, 0.999, -0.658, -0.249, -0.576, -0.381, -0.467, 0.246, 0.353, 0.313, 0.269, 0.240, 0.240, 0.215, 0.287, 0.270, -0.624, -0.262, 1.216, -0.710, -0.337, -0.559, -0.455, -0.331, 0.291, 0.336, 0.234, 0.221, 0.205, 0.296, 0.241, 0.132, 0.210, -0.770, -0.340, 0.827, -0.453, -0.220, -0.694, -0.317, -0.523, 0.271, 0.364, 0.278, 0.288, 0.269, 0.273, 0.162, 0.297, 0.254, -1.005, -0.486, 1.130, -0.656, -0.293, -0.554, -0.368, -0.555, 0.276, 0.518, 0.499, 0.242, 0.218, 0.274, 0.218, 0.282, 0.258, -0.933, -0.244, 1.009, -0.642, -0.287, -0.545, -0.328, -0.570, 0.262, 0.441, 0.337, 0.186, 0.246, 0.298, 0.228, 0.295, 0.261]
}


| no. | strongest force on any atom (eV/A) |
| --- | --- |
| 1 | 3.7 |
| 2 | 9.4 |